# C31H60BrClN3O9S

A 3-piece molecular cluster, C31H60BrClN3O9S overall in a non-equilibrium geometry (ωB97M-V/def2-TZVPD, the OMol25 dataset).

The geometry in XYZ format:
```
106
Properties=species:S:1:pos:R:3:lowdin_charge:R:1
Br 7.287 0.696 0.032 0.872
Cl 3.797 4.081 1.984 0.663
S 5.836 -2.181 1.859 0.670
O -0.108 1.101 0.337 -0.018
O -4.663 3.750 -4.625 -0.207
O 7.255 -1.966 1.718 -0.329
O -4.032 -1.975 0.194 -0.204
O -4.783 6.480 -3.148 -0.127
O -5.174 -4.348 1.837 -0.126
O -4.565 -5.152 -1.093 -0.205
O -3.132 4.378 -1.579 -0.202
O 5.538 -3.467 1.289 -0.276
N 4.862 0.271 1.889 -0.002
N 2.471 -0.094 0.507 -0.003
N 2.642 -3.462 1.099 0.143
C 1.700 -4.085 3.229 -0.034
C 1.864 -2.797 3.713 -0.033
C 4.918 -0.835 0.932 -0.410
C -3.755 -2.374 1.526 -0.207
C 3.133 1.508 4.861 -0.074
C -3.848 -3.881 1.660 -0.188
C -4.058 -6.279 -1.774 -0.111
C 3.056 1.289 0.469 -0.059
C -4.567 5.068 -5.145 -0.203
C 2.819 -2.244 1.600 -0.279
C 5.544 -2.113 3.632 -0.108
C -4.073 5.330 -1.101 -0.198
C -5.996 -4.352 0.673 -0.174
C 3.443 -1.237 0.622 -0.121
C -5.679 -5.486 -0.278 -0.202
C -4.273 -0.589 0.097 -0.109
C 2.450 -1.860 2.868 -0.045
C -1.963 4.354 -0.797 -0.114
C -3.896 5.984 -4.143 -0.180
C 0.548 0.791 -0.875 -0.410
C 1.629 -0.289 -0.731 -0.066
C 5.167 -0.131 -1.634 -0.278
C -5.557 2.954 -5.373 -0.112
C 3.960 2.392 2.618 -0.604
C 5.839 -0.583 -0.317 -0.592
C -0.517 0.246 -1.862 -0.009
C 2.109 -4.342 1.932 -0.107
C -5.159 5.562 -2.131 -0.180
C 6.237 -0.245 -2.780 -0.109
C 2.721 1.951 3.429 -0.242
C 4.279 1.505 1.374 -0.363
H -3.408 -0.020 0.464 0.074
H 3.199 1.571 -0.574 0.128
H 2.364 1.866 5.555 0.080
H 6.937 -1.055 -2.545 0.080
H -4.826 -6.730 -2.412 0.090
H -5.566 5.453 -5.381 0.132
H 1.768 -0.072 1.251 0.148
H -1.443 5.318 -0.847 0.092
H -6.575 3.355 -5.309 0.090
H 1.970 -5.358 1.558 0.124
H 4.965 -1.241 3.950 0.045
H -2.196 4.108 0.246 0.090
H 2.274 1.961 0.846 0.121
H 1.527 -2.582 4.724 0.122
H -0.615 0.353 0.677 0.101
H -1.151 1.103 -2.111 0.089
H -1.173 -0.464 -1.336 0.088
H 4.336 -0.756 -1.970 0.097
H 6.338 -1.536 -0.537 0.092
H -1.305 3.584 -1.201 0.068
H 3.459 -1.728 -0.354 0.142
H -3.547 6.869 -4.679 0.128
H -5.553 1.952 -4.948 0.085
H -5.168 -0.311 0.663 0.094
H 5.729 -0.566 -3.699 0.078
H -2.732 -2.048 1.774 0.115
H 5.760 0.425 2.336 0.104
H -5.970 -3.386 0.167 0.122
H -3.569 6.278 -0.879 0.131
H 6.752 0.698 -2.960 0.066
H -3.230 -5.949 -2.400 0.086
H -5.513 4.621 -2.557 0.123
H -7.012 -4.500 1.043 0.130
H 2.108 2.851 3.558 0.098
H -4.462 -1.900 2.216 0.133
H -4.438 -0.346 -0.951 0.092
H -3.682 -7.023 -1.062 0.089
H 4.948 0.940 -1.568 0.090
H -4.523 4.933 -0.181 0.127
H -3.357 -4.388 0.826 0.122
H -6.542 -5.661 -0.934 0.130
H -3.021 5.510 -3.692 0.120
H 4.947 -2.993 3.902 0.073
H 3.282 0.431 4.984 0.056
H 1.253 -4.887 3.807 0.118
H 2.230 -0.310 -1.643 0.137
H 4.043 2.043 5.154 0.081
H -5.467 -6.397 0.294 0.131
H -6.005 6.030 -1.623 0.129
H 4.978 2.119 0.787 0.089
H -3.967 5.029 -6.064 0.128
H -5.247 2.895 -6.422 0.088
H 2.612 -0.852 3.245 0.088
H -0.082 -0.250 -2.734 0.095
H 4.875 2.385 3.215 0.102
H 2.089 1.230 2.901 0.084
H 0.983 1.688 -1.324 0.150
H 1.154 -1.273 -0.602 0.155
H -3.320 -4.168 2.573 0.126
H 6.481 -2.173 4.189 0.084
```

Values from the calculation:
Strongest force on any atom   0.066 Eh/bohr
Net charge   +1
Total energy   -149407.075 eV
E_HOMO   -0.3977 Ha